[1]
Here is a 2-piece molecular cluster, CH4Cl2NP overall from OMol25. Energies are from ωB97M-V/def2-TZVPD.

Values from the calculation:
* HOMO (alpha / beta): -9.63 / -9.63 eV
* LUMO level (alpha / beta): -0.071 / -0.071 Eh
* gap between HOMO and LUMO (alpha / beta): 7.699 / 7.700 eV
* electronic energy: -1356.95200 hartree

Positions of all 9 atoms, in Å:
C  -0.08678  0.32186  -0.58972
H  -0.03871  1.27321  -0.12510
H  1.07284  -0.43218  2.69973
N  0.50188  -0.59605  1.91429
P  1.00434  -0.56964  0.48310
H  0.32231  0.14937  -1.58626
H  -1.05722  -0.02042  -0.86388
Cl  1.90593  -2.10642  -0.41911
Cl  3.24597  1.31011  -0.13711

Forces on atoms 1 to 3 (eV/Å):
1.008 -1.508 -1.561
-0.111 1.233 -0.336
0.594 -0.376 1.258

[2]
Here is one molecule with the formula CH4Cl2SSi from OMol25. Energies are from ωB97M-V/def2-TZVPD.

Values from the calculation:
* HOMO: -9.88 eV
* LUMO level: 0.020 Eh
* gap between HOMO and LUMO: 10.421 eV
* electronic energy: -1648.55640 hartree

Positions of all 9 atoms, in Å:
H  1.65490  -2.07539  -0.10843
S  2.24702  -1.01033  0.20885
H  1.35078  1.65139  -0.18781
Si  0.65672  0.42689  -0.40184
H  0.30172  0.02854  -1.70607
Cl  -1.72172  -1.26851  0.15139
C  -1.01276  0.28345  0.54393
Cl  -2.22775  1.51011  -0.03260
H  -1.24892  0.45385  1.53259

Forces on atoms 1 to 3 (eV/Å):
-1.376 -2.186 -0.743
0.389 3.000 0.665
0.183 0.997 0.018

[3]
Here is a 2-piece molecular cluster, CH4Cl2SSi overall from OMol25. Energies are from ωB97M-V/def2-TZVPD.

Values from the calculation:
* HOMO (alpha / beta): -8.69 / -7.75 eV
* LUMO level (alpha / beta): -0.030 / -0.031 Eh
* gap between HOMO and LUMO (alpha / beta): 7.882 / 6.918 eV
* electronic energy: -1648.44488 hartree

Positions of all 9 atoms, in Å:
H  0.61173  -1.57537  1.75557
Cl  -1.87115  1.27905  -2.69515
C  -0.95569  1.81924  -1.34262
H  0.55641  -1.86373  -1.46508
Cl  0.37477  2.86700  -1.73825
S  -0.65592  -1.49637  1.35510
H  -1.57119  2.27870  -0.58413
Si  0.46248  -0.90658  -0.42002
H  1.65421  -0.32728  0.27160

Forces on atoms 1 to 3 (eV/Å):
0.047 -0.173 0.763
-0.140 -0.057 -0.144
0.696 -0.389 -0.089

[4]
Here is CH4Cl4N3P3 as an isolated structure from OMol25. Energies are from ωB97M-V/def2-TZVPD.

Values from the calculation:
* HOMO: -8.74 eV
* LUMO level: -0.010 Eh
* gap between HOMO and LUMO: 8.455 eV
* electronic energy: -3069.73007 hartree

Positions of all 15 atoms, in Å:
P  -0.22253  2.00700  0.07491
H  -1.51757  -2.19221  1.72232
H  -2.75994  -1.64534  0.57470
Cl  2.41772  -1.42410  -2.58710
H  -1.56802  -2.90550  0.09512
P  1.86735  -0.14934  -1.12978
N  0.71911  -1.22743  -0.47569
Cl  -0.24146  2.43636  -1.89019
N  1.13729  1.68483  0.75416
C  -1.73877  -2.00300  0.67361
Cl  3.30043  -0.48978  0.20090
P  -0.62997  -0.71379  0.08827
N  -1.25133  0.71819  0.24262
H  1.80836  2.43340  0.81517
Cl  -1.32067  3.47072  0.84096

Forces on atoms 1 to 3 (eV/Å):
0.083 -1.126 0.937
0.019 0.003 0.052
-0.028 -0.003 0.015

In order of appearance, energy relative to the best compared isomer or geometry (same formula, charge and spin) = 47.50, 30.87, 100.86, 0.00 kcal/mol.
In order of appearance, max |F| = 2.39, 3.10, 3.02, 1.80 eV/Å.